Record 1
{
  "formula": "C17H20IrNO4Si2",
  "method": "wB97M-V/def2-TZVPD",
  "elements": ["H", "Si", "H", "C", "C", "O", "H", "O", "H", "C", "C", "C", "O", "C", "H", "C", "H", "C", "C", "H", "H", "C", "H", "H", "C", "H", "H", "Si", "C", "N", "H", "H", "C", "Ir", "H", "H", "H", "H", "C", "C", "H", "C", "C", "H", "O"],
  "coordinates": [[0.39359, -0.18735, 5.25467], [1.11883, -2.27925, 0.69456], [0.64715, 6.10623, -1.46097], [1.78655, -3.21154, 4.71640], [0.76700, -1.04724, 4.72092], [-1.26469, 7.40133, -1.89754], [1.35945, -2.08317, 6.48883], [-1.84649, 0.47388, -0.33753], [3.51252, -1.55261, 0.27876], [0.69807, -1.07085, 3.33406], [0.03284, 2.80255, -0.76842], [2.88911, -2.38026, -0.04663], [-3.17241, 6.41391, -1.73843], [0.94194, 2.08277, 2.83245], [-3.29107, 1.78797, -0.78096], [0.10012, 5.19160, -1.29565], [-2.51877, -0.13968, 2.75241], [1.71991, -3.24444, 3.33374], [-1.43099, 2.81481, -0.84499], [0.95618, 2.32914, 3.89060], [2.21265, -4.04764, 5.25141], [0.74827, 3.99720, -1.00845], [2.85840, -2.36973, -1.13149], [-0.10419, -3.74485, -0.96035], [-1.91689, 0.73288, 2.99172], [0.50265, 2.92600, 2.30543], [1.82672, 3.95657, -0.95186], [-0.07913, 0.49301, 2.50994], [-2.21484, 1.66730, -0.65347], [-1.96410, 6.43525, -1.69553], [2.09173, -4.10326, 2.79840], [-2.33680, 1.58125, 2.45702], [-2.05024, 4.04599, -1.14623], [0.14468, -0.15073, 0.19907], [0.40478, -4.67808, 0.43182], [-3.12644, 4.10905, -1.20690], [1.97253, 1.98485, 2.50243], [-1.01235, -3.65029, 0.53993], [-1.29065, 5.19072, -1.36975], [-0.01296, -3.72470, 0.12104], [-2.02494, 0.92802, 4.05586], [1.17665, -2.17458, 2.63722], [1.31078, -2.11487, 5.41010], [3.37953, -3.30034, 0.25703], [0.71255, 1.75159, -0.47894]],
  "atomic_forces_ev_per_a": [[-0.04, 0.12, 0.25], [0.53, -1.71, 1.31], [0.03, 0.04, -0.03], [0.13, -0.29, -0.01], [0.06, -0.10, -0.02], [0.08, 0.20, -0.05], [0.03, -0.06, 0.07], [1.02, 0.51, 0.19], [0.05, 0.12, 0.10], [-0.62, 1.33, -0.36], [-1.23, 0.08, 0.01], [-0.87, 0.48, 0.02], [-0.33, 0.07, -0.04], [-0.47, -0.72, -0.50], [-0.06, -0.20, -0.02], [0.47, -1.37, 0.25], [0.02, -0.16, -0.04], [0.00, 0.03, 0.15], [1.57, 0.38, 0.07], [-0.11, -0.11, 0.22], [0.02, -0.05, 0.05], [-0.26, 0.69, -0.15], [-0.04, -0.01, -0.20], [0.02, 0.02, -0.20], [0.77, -0.13, -0.59], [-0.10, 0.13, -0.07], [-0.01, -0.03, 0.03], [0.29, -0.58, 0.80], [0.75, -1.24, 0.42], [-0.22, 0.20, 0.01], [0.11, -0.23, -0.03], [-0.05, 0.18, -0.04], [0.44, 0.93, -0.25], [-2.21, 4.07, -1.45], [0.25, -0.08, 0.17], [-0.09, 0.08, -0.05], [0.10, -0.11, -0.06], [-0.07, 0.10, 0.12], [-0.76, -1.33, 0.30], [0.30, 0.91, -0.03], [0.18, 0.03, 0.16], [-0.01, -0.10, -1.59], [-0.06, 0.16, 0.28], [-0.10, -0.24, 0.22], [0.47, -1.99, 0.58]],
  "charge": 1,
  "multiplicity": 2,
  "s2": 0.78,
  "orbital_gap_ev": [5.989, 6.006],
  "lumo_ev": [-6.40, -6.35]
}


Record 2
{
  "formula": "C17H20N2O4S2",
  "method": "wB97M-V/def2-TZVPD",
  "elements": ["S", "H", "C", "H", "H", "S", "C", "C", "C", "C", "O", "H", "C", "H", "C", "N", "C", "H", "H", "O", "H", "H", "H", "O", "H", "H", "H", "C", "O", "C", "H", "C", "C", "C", "N", "H", "C", "H", "C", "H", "H", "H", "C", "H", "C"],
  "coordinates": [[-0.53294, 2.19712, 0.24897], [-0.94817, 4.58965, -1.17596], [-1.00979, 4.10252, -3.26570], [-3.12202, 2.05061, -0.94375], [-3.57111, 2.24466, 0.76996], [3.21923, -2.27917, 4.60405], [-0.94507, 3.08437, -4.20299], [1.47520, -1.40738, -1.11986], [1.52921, -0.69267, 1.31210], [1.93950, -0.89732, 2.61946], [3.18631, -1.04524, 5.33346], [2.99003, -3.37454, -0.13550], [-3.21892, 1.52911, 0.02096], [0.92041, 0.16615, 1.07632], [-0.87019, 3.81257, -1.92067], [1.94331, -3.24081, 5.14367], [1.90321, -1.58346, 0.31326], [1.51823, 0.70515, -1.20356], [2.32335, -1.63691, -1.77829], [-0.93214, -0.86339, -2.41381], [3.72506, -3.72701, 2.21946], [-1.07934, 3.30123, -5.25159], [-3.25414, -0.66815, -1.50112], [4.40812, -3.08043, 4.62395], [2.26255, -4.14631, 5.44715], [-1.61181, 0.08113, -0.13860], [1.67460, -0.21096, 3.40736], [-4.20637, -0.17270, -1.29034], [-4.19801, 0.52743, -0.06434], [-0.63711, 2.50853, -1.50704], [-4.98955, -0.92237, -1.20369], [-0.51962, 1.48723, -2.44768], [3.10227, -2.89145, 1.94386], [-1.86178, 0.96552, 0.44428], [0.95533, -0.09888, -1.43397], [1.40763, -2.78084, 5.86164], [-0.70647, 1.78523, -3.79271], [-1.18907, 5.11996, -3.57828], [2.71967, -1.99306, 2.92006], [0.67065, -2.11501, -1.35553], [-4.43913, 0.50467, -2.12123], [-1.86161, 0.70310, 1.50136], [2.69475, -2.68295, 0.63972], [-0.65167, 0.98079, -4.51084], [-0.21256, 0.06426, -2.09401]],
  "atomic_forces_ev_per_a": [[-0.16, 0.23, 0.05], [-0.07, 0.07, 0.06], [0.02, 0.04, -0.02], [-0.03, -0.03, 0.14], [0.11, 0.00, -0.12], [-0.49, -0.42, 0.38], [0.00, -0.01, -0.03], [-0.11, -0.26, -0.18], [0.02, -0.11, -0.01], [0.00, 0.08, 0.07], [-0.30, 0.02, -0.24], [0.07, -0.08, -0.08], [0.06, 0.11, 0.00], [-0.03, 0.07, -0.07], [0.03, 0.01, -0.06], [0.58, 0.44, -0.30], [0.04, 0.03, 0.06], [-0.16, 0.04, -0.08], [-0.13, -0.04, 0.07], [-0.17, -0.12, -0.18], [0.09, -0.14, -0.06], [-0.01, 0.02, -0.09], [-0.01, 0.02, 0.00], [-0.20, -0.15, -0.28], [0.19, -0.18, 0.01], [-0.08, -0.09, 0.11], [-0.07, 0.15, 0.05], [0.02, -0.04, -0.06], [-0.13, -0.07, 0.25], [0.11, -0.20, 0.41], [0.00, -0.02, -0.09], [-0.22, 0.21, -0.16], [0.09, -0.13, -0.11], [0.04, 0.23, -0.24], [0.33, -0.18, 0.13], [-0.07, 0.21, 0.13], [0.01, -0.09, 0.04], [-0.02, 0.09, -0.04], [0.24, 0.05, 0.46], [0.21, 0.09, 0.00], [0.00, -0.03, 0.01], [0.01, -0.05, 0.01], [-0.06, 0.10, 0.10], [-0.01, -0.07, -0.09], [0.24, 0.19, 0.04]],
  "charge": 0,
  "smiles": "COCCSc1ccccc1C(=O)NCc1ccc(S(N)(=O)=O)cc1",
  "orbital_gap_ev": 9.378,
  "lumo_ev": 0.55,
  "e_above_lowest_kj_mol": 97.95
}